{
  "formula": "CH5O3P",
  "method": "ωB97M-V with the def2-TZVPD basis set",
  "e_tot_ev": -16549.911,
  "smiles": "COP(O)O",
  "e_above_lowest_ev": 0.334,
  "orbital_gap_ev": 10.475,
  "symbols": ["C", "O", "P", "O", "O", "H", "H", "H", "H", "H"],
  "coordinates": [[-1.690299, -0.364857, 0.000404], [-0.396971, -0.400433, -0.490838], [1.080447, -0.497264, 0.388969], [2.158966, -0.721312, -0.771459], [1.289301, 1.273431, 0.549158], [-2.302681, -1.301835, -0.306854], [-1.979662, 0.668751, -0.353217], [-1.577360, -0.305844, 1.094663], [2.208001, -0.106235, -1.497400], [1.210258, 1.755602, 1.386571]],
  "atomic_forces_ev_per_a": [[-0.3, 0.7, 0.8], [4.0, -1.2, -0.9], [-1.9, 2.9, 0.0], [-0.4, -0.5, 0.6], [-0.1, -1.9, -0.5], [0.8, 1.9, 0.3], [-1.1, -1.5, 0.4], [-0.9, -0.2, 0.0], [-0.2, 0.6, -0.5], [0.0, -0.8, -0.1]]
}